ORCA calculation (wB97M-V/def2-TZVPD) on 10 unconnected molecules or ions with the total composition C22H64N4O10 at a distorted geometry.

Cartesian coordinates (Å):
C (-8.2322, 7.6577, 3.2160)
O (-9.0567, 6.8032, 3.8698)
H (-8.4294, 8.6933, 3.5190)
H (-8.2896, 7.6077, 2.1230)
H (-7.2514, 7.3614, 3.4713)
H (-8.9225, 6.9917, 4.8195)
C (-6.8638, 8.7249, 0.0998)
O (-5.7136, 7.8670, 0.0851)
H (-7.7933, 8.1810, -0.2599)
H (-6.5568, 9.5465, -0.5437)
H (-7.0901, 8.9704, 1.1208)
H (-5.3079, 8.0589, -0.7925)
C (-9.4716, 5.6130, 0.9376)
O (-10.0208, 6.7806, 0.5031)
N (-9.9581, 5.1547, 2.0654)
N (-10.0208, 4.5828, 0.4474)
H (-9.7374, 5.9387, 2.7625)
H (-9.0867, 4.4911, 2.2966)
H (-9.9818, 4.8078, -0.5476)
H (-9.3284, 3.7187, 0.5348)
C (-7.9708, 11.7456, 1.3002)
O (-8.7309, 10.7952, 2.0264)
N (-7.6674, 11.6324, 0.0323)
N (-7.6091, 12.8597, 1.8036)
H (-7.9717, 10.8499, -0.5119)
H (-7.1599, 12.3447, -0.5246)
H (-7.8169, 12.9798, 2.7633)
H (-7.0199, 13.5471, 1.3071)
C (-3.0537, 7.5044, -2.0292)
C (-3.8457, 8.6841, -2.6172)
C (-3.5368, 8.9782, -4.1176)
O (-5.0828, 8.6577, -2.4766)
H (-1.9593, 7.6905, -2.2673)
H (-3.3517, 6.5330, -2.4180)
H (-3.1080, 7.4275, -0.8873)
H (-3.5335, 9.5171, -2.0233)
H (-4.2493, 9.7027, -4.5534)
H (-3.6002, 8.0874, -4.6939)
H (-2.5550, 9.4114, -4.2521)
H (-5.5184, 8.3009, -3.3023)
C (-2.8183, 5.0376, 3.7848)
C (-3.6969, 5.5687, 2.6718)
C (-4.4493, 6.7957, 3.0020)
O (-3.0122, 5.8093, 1.6729)
H (-2.4566, 4.0478, 3.7739)
H (-3.4180, 5.1105, 4.6892)
H (-2.0144, 5.7475, 3.9653)
H (-4.5002, 4.8471, 2.4408)
H (-4.8826, 6.8319, 3.9919)
H (-5.2812, 6.9406, 2.3031)
H (-3.8726, 7.6683, 2.9729)
H (-2.6410, 6.6557, 1.7053)
C (-7.8964, 10.9608, -2.8039)
C (-8.8875, 9.8550, -2.5614)
C (-8.2655, 8.5302, -2.9981)
O (-9.3761, 9.7050, -1.3908)
H (-8.1568, 11.9600, -2.4494)
H (-7.7352, 11.0167, -3.8860)
H (-6.9590, 10.6840, -2.3696)
H (-9.7915, 10.0475, -3.1145)
H (-7.6256, 8.0429, -2.2202)
H (-7.5853, 8.6467, -3.8187)
H (-8.9307, 7.7232, -3.4256)
H (-9.8834, 10.5187, -1.1718)
C (-5.2464, 11.6762, 5.4939)
C (-6.0919, 10.9197, 4.4858)
C (-5.5036, 9.7092, 3.9149)
O (-7.2244, 10.6541, 4.8836)
H (-4.1518, 11.5976, 5.3148)
H (-5.3762, 11.3030, 6.4735)
H (-5.4841, 12.7366, 5.4827)
H (-6.2528, 11.5768, 3.6455)
H (-5.2409, 8.9440, 4.6022)
H (-4.6236, 9.8023, 3.3808)
H (-6.2048, 9.3883, 3.2351)
H (-7.8169, 11.4374, 4.8019)
C (-7.1590, 5.5874, -1.3483)
C (-6.3500, 4.9139, -0.2932)
C (-4.8729, 4.7796, -0.5999)
O (-6.5712, 5.4181, 0.8528)
H (-7.6728, 4.8246, -2.0224)
H (-6.5946, 6.2365, -2.0354)
H (-7.8853, 6.2628, -0.9546)
H (-6.6305, 3.8792, -0.3178)
H (-4.8279, 4.5030, -1.6743)
H (-4.3018, 4.0440, -0.0461)
H (-4.3163, 5.7199, -0.5410)
H (-6.2250, 6.3053, 0.7537)
C (-4.3647, 10.8035, 0.6234)
C (-3.3419, 11.6478, 1.3038)
C (-4.1023, 12.7727, 2.0053)
O (-2.6664, 11.0235, 2.1840)
H (-5.0638, 10.4255, 1.3476)
H (-3.8543, 9.9794, 0.1861)
H (-4.7654, 11.3774, -0.2460)
H (-2.6836, 12.1003, 0.6031)
H (-4.2863, 12.6086, 3.0312)
H (-5.0193, 13.0698, 1.5350)
H (-3.5179, 13.6502, 2.1470)
H (-1.9434, 11.5904, 2.4804)

Atoms 1-3, force components in eV/Å:
1.2 2.2 -1.2
-1.5 -0.8 2.8
0.3 0.0 -0.3

Its net charge is 0. The value obtained for the total energy is -50272.137 eV. For the HOMO-LUMO gap, the calculation gives 7.64 eV. The calculation puts the energy relative to the best compared isomer or geometry (same formula, charge and spin) at 1494.2 kJ/mol. For the HOMO energy, the calculation gives -0.2759 hartree.

Here are the Löwdin charges for atoms 1 to 4, given in e:
1 C -0.173
2 O -0.117
3 H 0.085
4 H 0.067

***

ORCA calculation (wB97M-V/def2-TZVPD) on 5 unconnected molecules or ions with the total composition C28H69N6OS at a distorted geometry.

Cartesian coordinates (Å):
C (-1.0404, -2.5480, 0.2376)
C (-1.7793, -2.7395, -1.0716)
O (-1.2316, -2.3972, -2.1131)
N (-3.0655, -3.2851, -1.0618)
C (-3.2758, -4.2116, 0.0466)
C (-4.1028, -2.1858, -1.2644)
N (-3.7732, -1.1036, -0.3210)
S (-5.7654, -2.7872, -0.9799)
H (-0.6347, -3.4669, 0.6441)
H (-1.7404, -2.1445, 0.9621)
H (-0.2711, -1.8034, 0.0895)
H (-2.3659, -4.7869, 0.2051)
H (-3.5201, -3.7282, 0.9954)
H (-4.0461, -4.9249, -0.2120)
H (-4.1962, -1.2194, 0.5977)
H (-4.0398, -0.2135, -0.6983)
H (-5.8501, -3.0651, 0.3656)
C (2.5305, -4.1058, 6.9686)
C (1.3156, -3.7977, 6.1066)
N (1.6170, -3.7824, 4.6905)
C (0.5559, -3.2078, 3.8778)
C (-0.7932, -3.9326, 3.8311)
C (2.2365, -4.9864, 4.1689)
C (1.4912, -6.3166, 4.3466)
H (3.3506, -3.4235, 6.7377)
H (2.2768, -3.9888, 8.0233)
H (2.8836, -5.1287, 6.8307)
H (0.9465, -2.8044, 6.3744)
H (0.5108, -4.5057, 6.3648)
H (0.9315, -3.0913, 2.8585)
H (0.3863, -2.1896, 4.2413)
H (-0.7503, -4.8364, 3.2247)
H (-1.5395, -3.2811, 3.3747)
H (-1.1542, -4.1999, 4.8254)
H (3.2230, -5.0855, 4.6310)
H (2.4381, -4.8251, 3.1078)
H (1.1022, -6.4353, 5.3590)
H (2.1757, -7.1472, 4.1611)
H (0.6622, -6.4207, 3.6493)
C (-6.4232, 1.4571, -3.4208)
C (-5.0348, 0.9319, -3.0855)
N (-4.1531, 0.8766, -4.2324)
C (-2.9456, 0.0982, -3.9819)
C (-1.9282, 0.6274, -2.9656)
C (-3.9820, 2.1139, -4.9594)
C (-3.4573, 3.3383, -4.1928)
H (-6.8638, 0.8840, -4.2377)
H (-7.0716, 1.3603, -2.5488)
H (-6.4120, 2.5123, -3.7049)
H (-5.1331, -0.0898, -2.7089)
H (-4.6194, 1.5343, -2.2578)
H (-2.4361, -0.0603, -4.9382)
H (-3.2669, -0.8932, -3.6491)
H (-1.3435, 1.4649, -3.3566)
H (-1.2336, -0.1765, -2.7286)
H (-2.3980, 0.9358, -2.0306)
H (-4.9456, 2.3845, -5.4043)
H (-3.3248, 1.9154, -5.8108)
H (-3.9597, 3.4688, -3.2334)
H (-3.6358, 4.2446, -4.7805)
H (-2.3855, 3.2777, -4.0093)
C (-1.6328, 7.3813, -5.7510)
C (-2.4439, 7.8632, -6.9444)
N (-1.9254, 7.3898, -8.2136)
C (-2.5015, 8.0641, -9.3606)
C (-4.0015, 7.8865, -9.6299)
C (-1.7750, 5.9490, -8.3268)
C (-3.0172, 5.0768, -8.1077)
H (-0.5790, 7.6351, -5.8715)
H (-1.9977, 7.8589, -4.8412)
H (-1.7144, 6.3039, -5.6053)
H (-2.4121, 8.9561, -6.9649)
H (-3.4990, 7.5870, -6.7870)
H (-1.9426, 7.7599, -10.2499)
H (-2.3001, 9.1338, -9.2408)
H (-4.2311, 6.8996, -10.0284)
H (-4.3292, 8.6177, -10.3722)
H (-4.5994, 8.0422, -8.7318)
H (-1.0114, 5.6354, -7.6113)
H (-1.3455, 5.7306, -9.3076)
H (-3.5849, 5.3865, -7.2296)
H (-2.7125, 4.0415, -7.9451)
H (-3.6854, 5.0822, -8.9677)
C (5.8515, -0.2557, 6.6905)
C (7.3130, -0.6672, 6.5965)
N (7.7361, -1.5193, 7.6919)
C (9.1749, -1.6794, 7.7780)
C (9.8968, -2.3908, 6.6263)
C (6.9458, -2.7213, 7.8876)
C (6.8211, -3.7018, 6.7141)
H (5.6397, 0.2019, 7.6575)
H (5.6229, 0.4713, 5.9110)
H (5.1759, -1.1004, 6.5523)
H (7.9280, 0.2361, 6.6283)
H (7.4872, -1.1258, 5.6100)
H (9.4042, -2.1959, 8.7142)
H (9.6047, -0.6782, 7.8843)
H (9.7242, -3.4660, 6.6376)
H (10.9740, -2.2371, 6.7192)
H (9.5945, -2.0040, 5.6531)
H (5.9384, -2.4152, 8.1805)
H (7.3424, -3.2478, 8.7592)
H (6.6073, -3.1921, 5.7740)
H (5.9958, -4.3911, 6.9035)
H (7.7188, -4.3040, 6.5818)

Atoms 1-3, force components in eV/Å:
-0.4 0.1 0.2
0.3 0.0 -1.3
-0.3 0.0 0.6

Its net charge is -1. The value obtained for the total energy is -51976.651 eV. For the HOMO-LUMO gap, the calculation gives 4.67 eV. For the HOMO energy, the calculation gives -0.0945 hartree.

Here are the Löwdin charges for atoms 1 to 4, given in e:
1 C -0.036
2 C -0.519
3 O 0.026
4 N -0.169

***

ORCA calculation (wB97M-V/def2-TZVPD) on a single C6H9N molecule.

Cartesian coordinates (Å):
C (3.3345, 0.4254, 0.2136)
C (1.9544, -0.0016, -0.0222)
C (0.8147, -0.3357, -0.2283)
C (-0.5181, -0.8453, -0.5447)
N (-1.6631, -0.0622, -0.0039)
C (-2.8550, -0.4224, -0.4910)
C (-1.4468, 0.8751, 0.9098)
H (3.7538, 0.8987, -0.6799)
H (3.9696, -0.4265, 0.4775)
H (3.3816, 1.1484, 1.0338)
H (-0.6533, -0.8522, -1.6310)
H (-0.6302, -1.8752, -0.1945)
H (-3.7343, -0.0387, 0.0068)
H (-2.9047, -0.9038, -1.4569)
H (-2.2751, 1.5320, 1.1376)
H (-0.5279, 0.8839, 1.4734)

Atoms 1-3, force components in eV/Å:
0.1 0.0 0.0
-0.5 -0.1 -0.1
0.5 0.1 0.1

Its net charge is 0. The value obtained for the total energy is -7853.763 eV. For the HOMO-LUMO gap, the calculation gives 7.52 eV. The calculation puts the energy relative to the best compared isomer or geometry (same formula, charge and spin) at 424.2 kJ/mol. For the HOMO energy, the calculation gives -0.2435 hartree.

Here are the Löwdin charges for atoms 1 to 4, given in e:
1 C -0.101
2 C -0.071
3 C -0.033
4 C -0.147